C22H9Cl5N4ORhSSeTe | ωB97M-V with the def2-TZVPD basis set

Positions of all 45 atoms, in Å:
Rh -0.751 -0.119 -0.921
Se 4.957 4.879 -1.156
N 4.863 3.144 -0.779
C 3.614 2.794 -0.915
C 3.130 1.432 -0.685
C 3.951 0.355 -0.333
C 3.386 -0.887 -0.154
C 2.009 -1.044 -0.299
N 1.233 -0.016 -0.624
C 1.776 1.199 -0.837
C 0.850 2.247 -1.276
N -0.434 1.868 -1.440
C -1.324 2.776 -1.822
C -0.974 4.103 -2.062
C 0.336 4.494 -1.902
C 1.279 3.543 -1.503
C 2.701 3.834 -1.310
N 3.218 5.019 -1.488
H 5.014 0.516 -0.210
H 3.989 -1.745 0.105
H 1.505 -1.991 -0.148
H -2.345 2.439 -1.941
H -1.735 4.804 -2.372
H 0.648 5.516 -2.075
Cl -5.716 -5.126 -0.806
C -4.259 -4.224 -0.761
C -4.268 -2.874 -1.074
Cl -5.708 -2.063 -1.533
C -3.072 -2.172 -1.013
Cl -3.028 -0.460 -1.436
C -1.861 -2.735 -0.645
O -0.739 -2.037 -0.556
C -1.867 -4.109 -0.364
Cl -0.366 -4.842 0.044
C -3.046 -4.838 -0.413
Cl -3.022 -6.510 -0.043
Te -1.464 0.984 1.275
C -0.725 -0.264 2.771
C -1.019 -0.103 4.090
C -0.355 -1.071 4.908
C 0.409 -1.929 4.187
S 0.335 -1.578 2.508
H -1.677 0.663 4.475
H -0.454 -1.117 5.982
H 1.006 -2.751 4.548

The calculation puts the total energy at -6617.0063 hartree. The calculation puts the frontier orbital gap at 5.77 eV. The energy relative to the best compared isomer or geometry (same formula, charge and spin) comes out at 0.521 eV. As for the HOMO energy: -10.36 eV. Its total charge is +1.